Formula: C3H5NO2S
Source: OMol25
Level of theory: ωB97M-V/def2-TZVPD

Structure (XYZ):
```
12
Properties=species:S:1:pos:R:3:lowdin_charge:R:1
C -1.21202 0.20897 -0.09682 -0.241
C -1.49152 -0.83050 -0.88624 0.097
C 0.20102 0.56542 0.26862 -0.421
N 0.47813 0.60598 1.62473 0.063
O 1.39681 -0.14569 -2.17725 -0.367
O 1.70529 -1.88380 -0.38128 -0.380
S 0.92021 -0.81893 -0.99981 0.789
H -1.89985 1.03144 0.11080 0.112
H -2.15609 -1.48305 -1.43024 0.049
H 0.43885 1.56141 -0.18735 0.140
H 0.71104 -0.20875 2.09858 0.070
H 0.90815 1.39750 2.05627 0.089
```

The multiplicity is 1. For the total energy, the calculation gives -19608.302 eV. The value obtained for the frontier orbital gap (alpha / beta) is 8.774 / 8.774 eV.